C5H6O | wB97M-V/def2-TZVPD

## Properties
HOMO, eV: -8.606
E, Ha: -269.2044
Net charge: 0
Molar mass, g/mol: 82.102
ΔE to the lowest compared entry with this formula, charge and spin, kJ/mol: 372.4
Max |F|, eV Å⁻¹: 1.06

The geometry in XYZ format:
```
12
Properties=species:S:1:pos:R:3:lowdin_charge:R:1
C -0.0635 -0.6911 -0.9503 -0.080
C -0.4715 -0.7055 0.5394 -0.273
C 0.8859 -0.6657 1.2552 0.026
O 1.5830 0.1203 0.4307 -0.099
C 0.5877 0.6211 -0.5228 -0.232
C -0.5115 0.8536 0.5650 -0.067
H -0.8858 -0.5756 -1.6586 0.118
H 0.6221 -1.4816 -1.2856 0.118
H -1.2623 -1.3422 0.9397 0.126
H -0.0482 1.1887 1.5021 0.102
H 1.0094 1.3466 -1.2206 0.146
H -1.4436 1.3973 0.4215 0.116
```